(1)
Entry from the Open Molecules 2025 dataset: C3H5N3 in the gas phase in a non-equilibrium geometry (the ωB97M-V functional and the def2-TZVPD basis).

Geometry as XYZ:
```
11
Properties=species:S:1:pos:R:3
C 2.029 -0.075 -0.021
N 0.577 -0.018 -0.008
C -0.208 1.090 0.024
N -1.461 0.725 -0.015
C -1.429 -0.644 0.026
N -0.188 -1.133 0.004
H 2.484 0.073 1.067
H 2.546 0.787 -0.645
H 2.388 -1.075 -0.354
H 0.163 2.116 -0.009
H -2.424 -1.147 -0.094
```

* SMILES string: Cn1cncn1
* orbital gap: 10.71 eV
* F_max: 2.97 eV/Å
* energy relative to the best compared isomer or geometry (same formula, charge and spin): 0.967 eV
* HOMO level: -9.84 eV
* spin multiplicity: 1

(2)
Entry from the Open Molecules 2025 dataset: 2 unconnected molecules or ions with the total composition CH2BNO in a non-equilibrium geometry (the ωB97M-V functional and the def2-TZVPD basis).

Geometry as XYZ:
```
6
Properties=species:S:1:pos:R:3
B -0.107 -0.515 0.217
C 1.384 -0.110 0.117
N 2.541 -0.103 0.084
O -1.212 1.235 0.169
H -0.764 -1.263 -0.274
H -1.843 0.757 -0.314
```

* orbital gap (alpha / beta): 8.69 / 8.69 eV
* F_max: 7.05 eV/Å
* energy relative to the best compared isomer or geometry (same formula, charge and spin): 4.176 eV
* HOMO level (alpha / beta): -10.91 / -10.91 eV
* spin multiplicity: 1

(3)
Entry from the Open Molecules 2025 dataset: 16 unconnected molecules or ions with the total composition H32O16 in a non-equilibrium geometry (the ωB97M-V functional and the def2-TZVPD basis).

Geometry as XYZ:
```
48
Properties=species:S:1:pos:R:3
O 1.962 18.081 -28.275
H 1.980 17.997 -27.343
H 2.657 17.507 -28.527
O 5.889 13.707 -24.371
H 5.588 13.419 -25.211
H 5.550 14.544 -24.269
O 3.015 18.701 -22.696
H 2.569 18.028 -23.165
H 3.952 18.481 -22.886
O 6.934 18.223 -27.492
H 6.792 17.309 -27.153
H 7.041 17.934 -28.436
O 4.060 14.427 -28.224
H 4.143 13.639 -28.721
H 3.843 15.089 -28.878
O 7.215 16.536 -24.595
H 6.511 16.256 -25.137
H 7.977 16.651 -25.214
O 5.674 18.343 -23.530
H 6.291 17.684 -23.757
H 5.311 18.679 -24.344
O 1.820 14.721 -26.697
H 2.492 14.557 -27.338
H 1.962 15.626 -26.463
O 3.375 13.004 -25.343
H 2.766 13.674 -25.671
H 2.937 12.527 -24.622
O 6.076 15.721 -26.846
H 5.410 15.370 -27.445
H 6.790 15.052 -26.784
O 1.477 19.521 -25.837
H 2.103 20.211 -25.841
H 1.646 18.971 -25.076
O 4.381 19.426 -25.557
H 4.099 18.574 -25.870
H 4.849 19.781 -26.264
O 3.486 17.016 -26.256
H 4.102 16.764 -26.939
H 3.727 16.499 -25.464
O 1.141 17.184 -24.154
H 0.529 16.797 -24.792
H 0.462 17.555 -23.626
O 4.049 16.767 -29.462
H 4.943 16.831 -29.775
H 3.523 16.946 -30.225
O 4.211 15.804 -24.042
H 4.647 16.196 -23.271
H 3.513 15.238 -23.716
```

* orbital gap: 9.42 eV
* F_max: 3.85 eV/Å
* energy relative to the best compared isomer or geometry (same formula, charge and spin): 4.953 eV
* HOMO level: -10.27 eV
* spin multiplicity: 1

(4)
Entry from the Open Molecules 2025 dataset: a molecular structure, C8H24FeN4 in a non-equilibrium geometry (the ωB97M-V functional and the def2-TZVPD basis).

Geometry as XYZ:
```
37
Properties=species:S:1:pos:R:3
Fe -0.181 -0.313 0.256
C -1.676 2.217 0.169
N -0.803 1.434 -0.726
C -1.542 0.833 -1.866
C 0.451 2.146 -1.099
C 1.456 1.157 -1.599
N 1.705 0.129 -0.550
C 2.317 -1.107 -1.076
C 2.388 0.633 0.668
H -2.078 3.076 -0.382
H -1.110 2.592 1.021
H -2.524 1.612 0.493
H -1.817 1.622 -2.574
H -2.463 0.377 -1.504
H -0.933 0.104 -2.401
H 0.802 2.701 -0.229
H 0.245 2.899 -1.870
H 2.391 1.667 -1.860
H 1.132 0.649 -2.507
H 3.340 -0.889 -1.405
H 1.755 -1.475 -1.933
H 2.380 -1.860 -0.290
H 3.360 1.054 0.390
H 2.568 -0.193 1.354
H 1.812 1.422 1.155
N -0.559 -0.566 2.172
C -1.547 -1.695 2.280
C -1.021 -2.755 1.354
N -0.977 -2.095 0.003
H 0.305 -0.844 2.645
H -0.900 0.253 2.679
H -2.523 -1.322 1.961
H -1.667 -2.058 3.302
H -1.632 -3.658 1.366
H -0.004 -3.058 1.615
H -1.937 -1.983 -0.336
H -0.515 -2.706 -0.675
```

* orbital gap (alpha / beta): 6.74 / 9.91 eV
* F_max: 1.58 eV/Å
* HOMO level (alpha / beta): -21.56 / -22.50 eV
* spin multiplicity: 2
* expectation value of S²: 1.023
* charge: +3

What is the spin multiplicity in the fourth record?
2

Among the records above, which one has the highest F_max?
CH2BNO

Copy entry 2 word for word.
Entry from the Open Molecules 2025 dataset: 2 unconnected molecules or ions with the total composition CH2BNO in a non-equilibrium geometry (the ωB97M-V functional and the def2-TZVPD basis).

Geometry as XYZ:
```
6
Properties=species:S:1:pos:R:3
B -0.107 -0.515 0.217
C 1.384 -0.110 0.117
N 2.541 -0.103 0.084
O -1.212 1.235 0.169
H -0.764 -1.263 -0.274
H -1.843 0.757 -0.314
```

* orbital gap (alpha / beta): 8.69 / 8.69 eV
* F_max: 7.05 eV/Å
* energy relative to the best compared isomer or geometry (same formula, charge and spin): 4.176 eV
* HOMO level (alpha / beta): -10.91 / -10.91 eV
* spin multiplicity: 1

Look up the spin multiplicity of the second one.
1